(1)
{
  "formula": "C33H25AuClN3P",
  "method": "wB97M-V/def2-TZVPD",
  "homo_ev": [-16.364, -16.964],
  "total_charge": 3,
  "spin_multiplicity": 3,
  "e_tot_ha": -2373.08538,
  "lumo_ha": [-0.333, -0.468],
  "e_above_lowest_ev": 0.0000,
  "symbols": ["Au", "C", "C", "C", "C", "N", "C", "C", "C", "C", "C", "C", "N", "C", "C", "C", "C", "C", "N", "H", "H", "H", "H", "H", "H", "H", "H", "H", "H", "H", "Cl", "C", "C", "C", "C", "C", "C", "P", "C", "C", "C", "C", "C", "C", "C", "C", "C", "C", "C", "C", "H", "H", "H", "H", "H", "H", "H", "H", "H", "H", "H", "H", "H", "H"],
  "coordinates": [[-0.89, -0.30, 0.49], [1.14, -2.98, 3.54], [0.19, -3.97, 3.73], [-1.02, -3.88, 3.05], [-1.24, -2.82, 2.20], [-0.29, -1.88, 1.99], [0.86, -1.96, 2.65], [-2.55, -2.59, 1.53], [-3.62, -3.46, 1.57], [-4.81, -3.09, 0.96], [-4.92, -1.86, 0.34], [-3.81, -1.02, 0.32], [-2.67, -1.42, 0.89], [-3.80, 0.35, -0.25], [-4.95, 0.98, -0.69], [-4.88, 2.29, -1.14], [-3.66, 2.94, -1.12], [-2.55, 2.25, -0.68], [-2.61, 0.98, -0.27], [2.09, -3.00, 4.07], [0.37, -4.79, 4.41], [-1.78, -4.63, 3.21], [1.58, -1.17, 2.46], [-3.54, -4.42, 2.07], [-5.66, -3.76, 0.98], [-5.85, -1.56, -0.12], [-5.90, 0.47, -0.68], [-5.77, 2.80, -1.48], [-3.56, 3.97, -1.44], [-1.57, 2.71, -0.67], [0.72, 2.09, 2.51], [1.24, 2.96, 1.18], [1.50, 4.36, 1.40], [1.99, 5.12, 0.37], [2.23, 4.50, -0.87], [1.95, 3.12, -1.08], [1.45, 2.33, -0.08], [1.13, 0.53, -0.40], [2.60, -0.30, 0.21], [2.67, -1.68, 0.02], [3.79, -2.38, 0.44], [4.83, -1.71, 1.06], [4.77, -0.34, 1.27], [3.66, 0.37, 0.83], [1.13, 0.40, -2.19], [2.23, -0.12, -2.87], [2.21, -0.19, -4.26], [1.10, 0.25, -4.96], [0.00, 0.77, -4.29], [0.01, 0.84, -2.90], [1.32, 4.78, 2.38], [2.20, 6.17, 0.52], [2.63, 5.08, -1.69], [2.16, 2.69, -2.05], [1.85, -2.21, -0.47], [3.85, -3.45, 0.27], [5.71, -2.26, 1.39], [5.59, 0.18, 1.75], [3.63, 1.44, 0.98], [3.10, -0.46, -2.33], [3.06, -0.60, -4.79], [1.09, 0.19, -6.04], [-0.87, 1.11, -4.84], [-0.86, 1.22, -2.38]]
}

(2)
{
  "formula": "C45H44P2Pd",
  "method": "wB97M-V/def2-TZVPD",
  "homo_ev": [-12.071, -12.738],
  "total_charge": 2,
  "spin_multiplicity": 5,
  "e_tot_ha": -2550.78311,
  "lumo_ha": [-0.200, -0.313],
  "e_above_lowest_ev": 1.6227,
  "symbols": ["Pd", "C", "C", "C", "C", "C", "C", "C", "C", "C", "H", "H", "H", "H", "H", "H", "H", "H", "H", "H", "H", "H", "H", "H", "H", "P", "P", "C", "C", "C", "C", "C", "C", "C", "C", "C", "C", "C", "C", "C", "C", "C", "C", "C", "C", "C", "C", "C", "C", "C", "C", "C", "C", "H", "H", "H", "H", "H", "H", "H", "H", "H", "H", "H", "H", "H", "H", "H", "H", "H", "H", "H", "H", "H", "H", "C", "C", "C", "C", "C", "C", "C", "C", "C", "C", "H", "H", "H", "H", "H", "H", "H"],
  "coordinates": [[1.17, -1.01, 3.24], [-2.61, 0.22, 5.39], [-2.48, -0.07, 4.12], [-2.85, 0.71, 2.89], [-1.75, 1.55, 2.17], [-0.91, 2.42, 3.03], [-1.16, 2.89, 4.26], [-2.39, 2.78, 5.10], [-2.69, 1.55, 6.08], [2.70, 0.22, 3.57], [-2.39, -0.58, 6.10], [-2.47, -1.11, 3.86], [-3.76, 1.28, 3.11], [-3.13, -0.06, 2.16], [-1.21, 0.85, 1.49], [-2.24, 2.29, 1.53], [0.04, 2.61, 2.62], [-0.34, 3.37, 4.76], [-3.26, 2.84, 4.49], [-2.28, 3.63, 5.76], [-2.06, 1.52, 7.01], [-3.73, 1.71, 6.32], [3.47, -0.20, 4.25], [2.33, 1.29, 3.97], [3.18, 0.18, 2.54], [-0.24, -1.98, -4.22], [1.69, 0.59, -4.47], [-0.89, -0.37, -4.87], [-0.01, 0.63, -5.23], [-0.97, -3.19, -5.56], [-2.11, -2.92, -6.34], [-2.70, -3.91, -7.18], [-2.07, -5.16, -7.31], [-0.85, -5.42, -6.65], [-0.31, -4.42, -5.81], [-1.27, -2.13, -2.80], [-0.89, -1.24, -1.78], [-1.63, -1.28, -0.61], [-2.66, -2.21, -0.43], [-2.99, -3.06, -1.47], [-2.36, -2.99, -2.72], [2.35, 1.28, -6.18], [2.32, 0.48, -7.37], [2.70, 0.96, -8.65], [3.20, 2.29, -8.73], [3.34, 3.11, -7.59], [2.87, 2.59, -6.34], [1.81, 2.11, -3.50], [2.99, 2.18, -2.72], [3.19, 3.30, -1.94], [2.26, 4.33, -1.90], [1.08, 4.21, -2.62], [0.83, 3.10, -3.45], [-2.00, -0.28, -4.92], [-0.16, 1.36, -6.03], [-2.56, -1.92, -6.33], [-3.63, -3.69, -7.74], [-2.52, -5.93, -7.96], [-0.33, -6.39, -6.82], [0.67, -4.61, -5.34], [-0.07, -0.53, -1.97], [-1.37, -0.59, 0.15], [-3.18, -2.24, 0.52], [-3.76, -3.79, -1.33], [-2.71, -3.57, -3.59], [1.95, -0.56, -7.30], [2.60, 0.32, -9.56], [3.51, 2.68, -9.71], [3.79, 4.13, -7.65], [2.90, 3.26, -5.47], [3.73, 1.36, -2.78], [4.10, 3.38, -1.38], [2.45, 5.23, -1.30], [0.33, 4.98, -2.57], [-0.08, 3.02, -4.06], [1.62, -3.31, 8.49], [1.23, -3.39, 7.14], [0.93, -2.28, 6.36], [1.02, -1.02, 6.94], [0.76, 0.05, 6.08], [0.48, 1.26, 6.63], [0.72, 1.45, 8.04], [1.13, 0.43, 8.89], [1.29, -0.89, 8.38], [1.64, -2.05, 9.12], [1.92, -4.19, 9.08], [1.18, -4.38, 6.65], [0.62, -2.29, 5.30], [0.09, 2.11, 6.06], [0.52, 2.45, 8.43], [1.33, 0.62, 9.95], [1.94, -1.95, 10.20]]
}

(3)
{
  "formula": "C28H42BN6O4SeSi4V",
  "method": "wB97M-V/def2-TZVPD",
  "homo_ev": [-0.108, -0.218],
  "total_charge": -2,
  "spin_multiplicity": 3,
  "e_tot_ha": -6250.10570,
  "lumo_ha": [0.164, 0.164],
  "symbols": ["V", "C", "C", "C", "C", "N", "C", "N", "C", "N", "C", "N", "C", "C", "C", "C", "C", "N", "C", "C", "C", "C", "C", "C", "H", "H", "H", "H", "H", "H", "H", "H", "H", "H", "H", "H", "C", "Si", "C", "C", "Si", "Si", "C", "C", "C", "Si", "C", "C", "C", "H", "H", "H", "H", "H", "H", "H", "H", "H", "H", "H", "H", "H", "H", "H", "H", "H", "H", "H", "H", "H", "H", "H", "H", "H", "H", "H", "B", "C", "N", "H", "H", "H", "O", "Se", "O", "O", "O"],
  "coordinates": [[0.05, 0.54, 1.69], [3.77, 1.99, 0.85], [4.70, 1.20, 1.55], [4.24, 0.09, 2.20], [2.86, -0.23, 2.20], [1.96, 0.58, 1.55], [2.45, 1.63, 0.88], [2.51, -1.36, 2.80], [1.24, -1.68, 3.04], [0.14, -0.90, 2.85], [-0.95, -1.52, 3.43], [-2.21, -1.07, 3.48], [-2.63, -0.06, 2.77], [-4.14, 0.14, 2.81], [-4.44, 1.60, 2.72], [-3.71, 2.31, 1.87], [-2.64, 1.59, 1.10], [-1.92, 0.67, 1.91], [-0.55, -2.77, 3.95], [-1.23, -3.80, 4.60], [-0.55, -4.95, 4.90], [0.81, -5.11, 4.56], [1.51, -4.09, 3.96], [0.85, -2.90, 3.67], [4.08, 2.88, 0.32], [5.76, 1.46, 1.55], [4.90, -0.56, 2.74], [1.71, 2.22, 0.35], [-4.56, -0.32, 3.71], [-5.21, 2.02, 3.35], [-3.85, 3.37, 1.71], [-1.94, 2.31, 0.65], [-2.28, -3.68, 4.84], [-1.06, -5.77, 5.40], [1.30, -6.05, 4.79], [2.55, -4.21, 3.68], [2.41, -1.75, -3.71], [2.08, -1.28, -1.87], [1.79, -2.95, -0.97], [3.84, -0.74, -1.30], [0.16, 0.12, -1.68], [0.48, 2.33, -2.50], [1.83, 3.58, -1.91], [-1.17, 3.33, -2.44], [0.90, 2.20, -4.38], [-1.63, -0.86, -2.91], [-2.02, -2.61, -2.22], [-1.22, -1.17, -4.78], [-3.22, 0.19, -3.13], [3.31, -2.35, -3.82], [2.52, -0.86, -4.33], [1.59, -2.32, -4.14], [2.67, -3.59, -0.92], [1.00, -3.52, -1.45], [1.48, -2.75, 0.05], [4.61, -1.41, -1.68], [3.91, -0.75, -0.21], [4.08, 0.27, -1.63], [1.52, 4.09, -1.00], [2.04, 4.34, -2.66], [2.77, 3.07, -1.70], [-1.70, 3.10, -1.52], [-1.83, 3.06, -3.26], [-1.02, 4.41, -2.47], [1.86, 1.71, -4.53], [0.95, 3.17, -4.86], [0.15, 1.61, -4.90], [-1.31, -3.36, -2.59], [-3.03, -2.96, -2.45], [-1.94, -2.58, -1.14], [-0.36, -1.82, -4.93], [-1.01, -0.23, -5.28], [-2.07, -1.62, -5.30], [-3.44, 0.72, -2.22], [-4.09, -0.42, -3.37], [-3.09, 0.93, -3.92], [-0.23, 4.76, 1.57], [-0.03, 3.33, 2.14], [0.09, 2.25, 2.54], [-1.13, 4.69, 0.76], [-0.53, 5.50, 2.47], [0.80, 5.12, 1.04], [-3.27, 0.92, -0.01], [-3.50, -0.81, 0.32], [-4.55, -1.24, -0.78], [-0.29, 0.13, -0.17], [-4.67, -0.55, 1.69]]
}

(4)
{
  "formula": "C5H6Br2S",
  "method": "wB97M-V/def2-TZVPD",
  "homo_ev": -8.528,
  "total_charge": 0,
  "spin_multiplicity": 1,
  "e_tot_ha": -5740.24516,
  "lumo_ha": 0.021,
  "e_above_lowest_ev": 1.2592,
  "symbols": ["C", "C", "C", "C", "C", "S", "Br", "Br", "H", "H", "H", "H", "H", "H"],
  "coordinates": [[-0.76, -1.30, 2.89], [-0.41, -1.06, 1.64], [0.71, 1.60, -1.61], [0.76, 0.49, -0.60], [-0.05, 0.35, -1.89], [-0.23, 0.62, 0.98], [-1.94, 0.43, -1.65], [0.48, -0.75, -3.40], [-0.84, -2.37, 3.21], [-0.98, -0.65, 3.70], [-0.32, -1.91, 0.90], [0.19, 2.55, -1.40], [1.55, 1.88, -2.28], [1.83, 0.10, -0.49]]
}

(5)
{
  "formula": "C15H18N2O2",
  "method": "wB97M-V/def2-TZVPD",
  "homo_ev": -8.872,
  "total_charge": 0,
  "spin_multiplicity": 1,
  "e_tot_ha": -842.28315,
  "lumo_ha": 0.029,
  "e_above_lowest_ev": 4.6202,
  "smiles": "c1ccc(COC[C@H]2CC[C@@H](c3c[nH]cn3)O2)cc1",
  "symbols": ["C", "C", "C", "C", "C", "O", "C", "C", "C", "C", "C", "C", "C", "N", "C", "N", "O", "C", "C", "H", "H", "H", "H", "H", "H", "H", "H", "H", "H", "H", "H", "H", "H", "H", "H", "H", "H"],
  "coordinates": [[-5.56, 1.61, -1.17], [-5.14, 0.94, -0.05], [-3.91, 1.09, 0.48], [-2.93, 1.79, -0.34], [-1.55, 1.97, 0.25], [-0.65, 1.50, -0.67], [0.53, 1.03, -0.05], [0.55, -0.37, 0.50], [0.61, -1.56, -0.51], [1.22, -2.63, 0.47], [2.20, -1.83, 1.29], [3.60, -1.77, 0.69], [4.22, -0.66, 0.36], [5.48, -1.00, -0.04], [5.75, -2.27, 0.39], [4.55, -2.78, 0.67], [1.54, -0.58, 1.43], [-3.30, 2.41, -1.56], [-4.65, 2.33, -1.92], [-6.60, 1.26, -1.53], [-5.89, 0.35, 0.42], [-3.66, 0.83, 1.50], [-1.53, 1.50, 1.24], [-1.25, 3.04, 0.40], [0.75, 1.83, 0.68], [1.34, 1.23, -0.79], [-0.38, -0.48, 1.07], [-0.36, -1.85, -0.88], [1.35, -1.31, -1.22], [0.46, -2.97, 1.20], [1.61, -3.49, -0.06], [2.42, -2.27, 2.27], [3.79, 0.39, 0.47], [6.14, -0.22, -0.31], [6.79, -2.70, 0.33], [-2.55, 2.86, -2.23], [-5.01, 2.79, -2.80]]
}

(6)
{
  "formula": "C4H6N2S",
  "method": "wB97M-V/def2-TZVPD",
  "homo_ev": [-7.329, -7.329],
  "total_charge": 0,
  "spin_multiplicity": 1,
  "e_tot_ha": -663.49380,
  "lumo_ha": [-0.001, -0.001],
  "e_above_lowest_ev": 6.3873,
  "symbols": ["C", "C", "C", "C", "N", "N", "S", "H", "H", "H", "H", "H", "H"],
  "coordinates": [[1.49, -1.17, -0.38], [1.27, -0.36, 0.92], [-1.62, 2.08, -0.27], [0.28, -0.39, -0.26], [-2.29, 1.09, -0.18], [-2.41, -0.09, 0.19], [-1.32, -1.35, -0.03], [2.18, -0.89, -1.27], [1.33, -2.20, -0.19], [1.09, -0.90, 1.79], [1.47, 0.68, 1.07], [0.12, 0.41, -1.05], [-1.59, 3.10, -0.35]]
}

(7)
{
  "formula": "C33H24N2OPS7SbSeV",
  "method": "wB97M-V/def2-TZVPD",
  "homo_ev": [-1.421, -1.465],
  "total_charge": -2,
  "spin_multiplicity": 2,
  "e_tot_ha": -8171.29910,
  "lumo_ha": [0.147, 0.148],
  "e_above_lowest_ev": 0.0000,
  "symbols": ["V", "O", "C", "S", "C", "C", "S", "S", "S", "S", "Sb", "S", "S", "C", "C", "C", "C", "C", "C", "P", "C", "C", "C", "C", "C", "C", "C", "C", "C", "C", "C", "C", "C", "C", "C", "C", "H", "H", "H", "H", "H", "H", "H", "H", "H", "H", "H", "H", "H", "H", "H", "H", "C", "N", "C", "Se", "N", "C", "C", "C", "C", "C", "C", "H", "H", "H", "H", "H", "H", "H", "H"],
  "coordinates": [[1.33, 1.27, 1.29], [-3.85, -2.22, 4.34], [-2.94, -1.62, 3.82], [-2.52, 0.05, 4.17], [-1.16, 0.19, 3.06], [-0.85, -0.91, 2.35], [0.40, -1.02, 1.12], [-1.86, -2.33, 2.61], [-0.35, 1.75, 2.94], [3.62, 3.31, 5.04], [3.81, 2.73, 2.84], [2.94, 0.41, 2.59], [1.81, 3.55, 1.59], [-3.92, 4.79, 0.42], [-4.16, 3.65, -0.33], [-3.14, 2.74, -0.57], [-1.86, 2.96, -0.06], [-1.62, 4.11, 0.69], [-2.64, 5.02, 0.92], [-0.44, 1.84, -0.35], [-1.19, 0.43, -1.25], [-0.70, 0.00, -2.48], [-1.19, -1.17, -3.06], [-2.16, -1.92, -2.42], [-2.64, -1.50, -1.18], [-2.16, -0.34, -0.60], [0.46, 2.70, -1.67], [-0.06, 3.54, -2.62], [0.79, 4.04, -3.63], [2.10, 3.67, -3.67], [2.66, 2.81, -2.70], [4.01, 2.39, -2.73], [4.47, 1.55, -1.76], [3.63, 1.11, -0.71], [2.32, 1.51, -0.59], [1.83, 2.34, -1.66], [-4.71, 5.50, 0.61], [-5.15, 3.46, -0.73], [-3.35, 1.86, -1.16], [-0.64, 4.28, 1.11], [-2.44, 5.90, 1.51], [0.07, 0.57, -2.98], [-0.81, -1.48, -4.03], [-2.53, -2.83, -2.87], [-3.37, -2.10, -0.64], [-2.52, -0.04, 0.38], [-1.11, 3.80, -2.61], [0.39, 4.72, -4.38], [2.75, 4.05, -4.46], [4.67, 2.75, -3.52], [5.50, 1.21, -1.78], [4.06, 0.46, 0.04], [3.02, -3.51, 1.97], [2.05, -3.89, 0.96], [2.03, -3.42, -0.31], [3.35, -2.54, -1.22], [0.83, -3.78, -0.84], [0.06, -4.44, 0.10], [-1.21, -4.99, 0.06], [-1.66, -5.63, 1.21], [-0.87, -5.71, 2.35], [0.40, -5.15, 2.39], [0.85, -4.52, 1.25], [3.75, -2.86, 1.50], [3.51, -4.40, 2.37], [2.51, -2.95, 2.76], [0.52, -3.39, -1.71], [-1.83, -4.90, -0.82], [-2.65, -6.06, 1.22], [-1.26, -6.20, 3.23], [1.01, -5.18, 3.29]]
}

(8)
{
  "formula": "C10H9ClN",
  "method": "wB97M-V/def2-TZVPD",
  "homo_ev": [-13.091, -13.091],
  "total_charge": 1,
  "spin_multiplicity": 1,
  "e_tot_ha": -901.05346,
  "lumo_ha": [-0.217, -0.217],
  "e_above_lowest_ev": 2.0685,
  "smiles": "CC1=[N+]=C2C=CC=C(Cl)[C@H]2C=C1",
  "symbols": ["C", "C", "N", "C", "C", "C", "C", "C", "Cl", "C", "C", "C", "H", "H", "H", "H", "H", "H", "H", "H", "H"],
  "coordinates": [[1.01, 1.27, -2.47], [0.35, 0.84, -1.24], [0.34, -0.42, -0.91], [-0.24, -0.86, 0.17], [-0.16, -2.25, 0.50], [-0.38, -2.66, 1.80], [-0.34, -1.75, 2.89], [-0.58, -0.42, 2.64], [-0.67, 0.75, 3.90], [-0.81, 0.06, 1.25], [-0.69, 1.48, 0.81], [-0.24, 1.81, -0.44], [1.55, 2.09, -2.21], [1.51, 0.61, -3.04], [0.37, 1.55, -3.30], [0.11, -2.99, -0.34], [-0.25, -3.74, 2.14], [-0.20, -1.98, 3.95], [-1.96, -0.15, 1.05], [-1.00, 2.06, 1.62], [-0.32, 2.79, -0.69]]
}

Number 1: largest force on an atom 0.002 Eh/bohr. Number 2: largest force on an atom 0.081 Eh/bohr. Number 3: largest force on an atom 0.052 Eh/bohr. Number 4: largest force on an atom 0.041 Eh/bohr. Number 5: largest force on an atom 0.082 Eh/bohr. Number 6: largest force on an atom 0.078 Eh/bohr. Number 7: largest force on an atom 0.036 Eh/bohr. Number 8: largest force on an atom 0.084 Eh/bohr.